(1)
This record from the Open Molecules 2025 dataset describes a cluster of 2 separate species, C5H5ClFN4 in total in a non-equilibrium geometry. The level of theory is wB97M-V/def2-TZVPD.

Output
* relative energy (zero: lowest compared OMol25 entry of this formula, charge and spin): 22.0 kcal per mole
* HOMO-LUMO gap (spin up / spin down): 6.724 / 6.721 eV
* HOMO energy (spin up / spin down): -12.863 / -12.649 eV
* charge: +1
* energy: -972.1908 Ha

Cartesian coordinates (Å):
C (-1.8023, 0.4457, -1.5175)
C (-1.0337, -0.7479, 0.4982)
C (-0.6404, 0.1500, -2.1537)
C (-2.0645, -0.0155, -0.1471)
C (0.1727, -1.1227, -0.2319)
N (1.0306, -1.7079, 0.5266)
N (1.3357, -1.0993, -2.2783)
N (0.3567, -0.6808, -1.6204)
N (1.4589, -2.2992, 1.3836)
F (-0.8122, -3.5057, 2.6161)
Cl (-3.4322, 0.4725, 0.6363)
H (-2.3862, 1.3057, -1.8549)
H (-1.3837, -1.0263, 1.4867)
H (-0.5792, 0.5048, -3.1489)
H (1.2655, -0.9588, -3.3088)
H (-0.1569, -4.1376, 2.5890)

(2)
This record from the Open Molecules 2025 dataset describes a structure of composition C2HBr3ClF in a non-equilibrium geometry. The level of theory is wB97M-V/def2-TZVPD.

Output
* relative energy (zero: lowest compared OMol25 entry of this formula, charge and spin): 16.7 kcal per mole
* HOMO-LUMO gap: 9.739 eV
* HOMO energy: -10.461 eV
* charge: 0
* energy: -8358.8488 Ha

Cartesian coordinates (Å):
C (0.6736, -0.4519, 0.1712)
C (-0.6407, 0.3505, 0.0225)
F (0.7594, -1.2488, -1.2135)
Cl (1.9702, 0.7116, 0.1346)
Br (-0.6580, 1.1669, -1.6416)
Br (-2.1296, -1.1779, 0.0394)
Br (-0.8766, 1.6421, 1.4283)
H (0.9016, -0.9924, 1.0591)

(3)
This record from the Open Molecules 2025 dataset describes a cluster of 2 separate species, C5H13N2O in total in a non-equilibrium geometry. The level of theory is wB97M-V/def2-TZVPD.

Output
* relative energy (zero: lowest compared OMol25 entry of this formula, charge and spin): 127.0 kcal per mole
* HOMO-LUMO gap: 4.080 eV
* HOMO energy: -1.270 eV
* charge: -1
* energy: -382.8615 Ha

Cartesian coordinates (Å):
C (0.7351, -0.3843, -1.7555)
C (0.0195, -0.1062, -0.4198)
C (-1.1349, -0.9930, -0.1768)
C (-2.4511, -0.3752, 0.0304)
N (-2.8094, 0.3329, 1.3504)
N (1.0687, 0.0687, 0.6682)
C (2.4744, 0.5473, 0.7416)
O (3.3883, -0.1254, 0.2818)
H (1.0317, -1.4382, -1.7666)
H (1.6194, 0.2412, -1.9011)
H (0.0610, -0.2489, -2.5982)
H (-0.4325, 0.8816, -0.5092)
H (-0.9887, -2.0625, -0.0481)
H (2.5280, 2.4901, -0.0105)
H (-3.2150, -1.1658, -0.0510)
H (-2.6719, 0.3976, -0.7294)
H (-3.2908, -0.3261, 1.9505)
H (-1.9769, 0.6079, 1.8619)
H (1.0741, -0.8121, 1.1803)
H (2.6012, 0.7997, 1.8192)
H (2.3697, 1.6707, 0.0818)

(4)
This record from the Open Molecules 2025 dataset describes a cluster of 2 separate species, C3H9S in total in a non-equilibrium geometry. The level of theory is wB97M-V/def2-TZVPD.

Output
* relative energy (zero: lowest compared OMol25 entry of this formula, charge and spin): 15.5 kcal per mole
* HOMO-LUMO gap: 6.148 eV
* HOMO energy: -2.054 eV
* charge: -1
* energy: -517.8892 Ha

Cartesian coordinates (Å):
C (1.5535, -0.0214, 0.4950)
C (1.5578, 0.8985, 1.7512)
H (2.5697, 0.0138, 0.0999)
H (0.8598, 0.3237, -0.2733)
H (1.2616, -1.0461, 0.7078)
H (1.8019, 1.9067, 1.4077)
H (0.5429, 0.9386, 2.1344)
H (2.3891, 0.5599, 2.3639)
C (-2.5851, -0.8386, -1.7713)
S (-1.9133, 0.7246, -1.0275)
H (-3.4007, -0.6384, -2.4695)
H (-1.7643, -1.2313, -2.3801)
H (-2.8728, -1.5898, -1.0381)